C27H56N12S5Y | ωB97M-V with the def2-TZVPD basis set

Positions of all 101 atoms, in Å:
Y -0.54415 0.12872 0.02297
C -0.01072 3.97937 -0.68384
N -1.13298 3.59555 -1.52051
C -2.34537 4.38196 -1.33466
C -1.10884 2.50390 -2.31318
N -0.35599 1.45966 -1.98717
C 0.14464 0.65430 -3.10382
C 1.49226 0.13133 -2.68512
N 1.37693 -0.72620 -1.48272
C 0.88817 -2.06115 -1.88892
C 0.58123 -2.95416 -0.70789
N -0.45796 -2.37290 0.15477
C -1.01348 -3.23043 0.98721
N -0.34967 -4.37328 1.38779
C -1.04921 -5.62397 1.59616
C 0.98229 -4.29001 1.95348
N -2.25024 -3.06551 1.50220
C -2.57098 -3.46430 2.86065
C -3.35670 -2.49156 0.75390
C 2.69160 -0.79588 -0.81275
C 2.60418 -0.92170 0.69842
N 1.58654 -0.07375 1.32219
C 2.05275 0.67537 2.31917
N 3.22496 1.36628 2.21343
C 4.14311 1.55808 3.32105
C 3.60426 1.99944 0.96726
N 1.39961 0.74080 3.49467
C 1.41570 1.90852 4.36048
C 0.59874 -0.37101 3.97995
N -1.81326 2.56962 -3.47567
C -2.01740 3.81425 -4.19232
C -2.54966 1.42859 -3.99538
H 0.16906 5.04979 -0.81215
H 0.87526 3.43049 -0.99618
H -0.20524 3.76852 0.36814
H -2.50598 4.51123 -0.26570
H -3.19910 3.83834 -1.72996
H -2.26934 5.36182 -1.81270
H 0.25695 1.24703 -4.01648
H -0.52842 -0.17028 -3.36401
H 2.11725 0.98468 -2.42217
H 1.99175 -0.41582 -3.49586
H 1.64645 -2.55448 -2.51406
H -0.00916 -1.93381 -2.49472
H 1.50982 -3.15437 -0.17414
H 0.25806 -3.92763 -1.09148
H -2.02979 -5.57832 1.12778
H -1.17959 -5.86395 2.65658
H -0.48238 -6.43703 1.13701
H 1.31049 -3.25293 1.96651
H 1.70896 -4.88713 1.39496
H 0.96679 -4.65084 2.98675
H -1.66487 -3.70275 3.41229
H -3.24564 -4.32440 2.88192
H -3.06926 -2.62988 3.35739
H -3.07950 -2.36405 -0.28694
H -3.65554 -1.53333 1.17257
H -4.20584 -3.17908 0.81247
H 3.23238 0.11176 -1.07032
H 3.27888 -1.63440 -1.21185
H 3.60287 -0.73366 1.10638
H 2.37920 -1.95513 0.96587
H 3.86360 0.91558 4.15099
H 4.16667 2.59475 3.66614
H 5.14962 1.28303 2.99744
H 2.77348 1.95010 0.26674
H 4.48063 1.52248 0.51728
H 3.84454 3.04934 1.15116
H 1.88741 2.74319 3.85179
H 1.94180 1.70466 5.29645
H 0.38365 2.18345 4.57649
H 0.49231 -1.11090 3.19140
H -0.39244 -0.01310 4.25761
H 1.08538 -0.82225 4.84968
H -1.29139 4.55614 -3.87020
H -3.02482 4.21419 -4.05094
H -1.87222 3.62700 -5.25778
H -2.59188 0.62994 -3.26514
H -2.10776 1.04192 -4.91774
H -3.57680 1.73577 -4.20164
S -0.89062 1.83181 2.07959
S -2.79424 2.65946 1.84078
S -3.89922 1.07534 1.23334
S -3.13848 0.63378 -0.65651
C -2.97470 -7.06588 -4.27251
C -3.04814 -5.68077 -4.82120
C -3.30156 -5.35180 -6.11600
C -3.35314 -3.97339 -6.44440
N -3.16320 -3.01204 -5.57021
C -2.89706 -3.32688 -4.27860
S -2.66197 -2.18227 -3.08146
N -2.85138 -4.66161 -3.95014
C -3.62045 -3.55099 -7.85556
H -3.13433 -7.79462 -5.06245
H -3.73695 -7.21161 -3.50566
H -1.99800 -7.24842 -3.82195
H -3.46817 -6.11568 -6.85931
H -2.67776 -4.85265 -2.97349
H -4.08683 -4.34335 -8.43743
H -2.67251 -3.28864 -8.33008
H -4.24749 -2.66252 -7.86122

Output
total charge	+1
frontier orbital gap	0.257	Eh
DFT total energy	-102008.31763	eV
strongest force on any atom	0.0061	Eh/bohr
energy relative to the best compared isomer or geometry (same formula, charge and spin)	18.1	kcal per mole
HOMO	-8.90	eV